Molecular formula: C63H161N11O20
Method: DFT, ωB97M-V/def2-TZVPD

Geometry as XYZ:
```
255
Properties=species:S:1:pos:R:3:forces:R:3
O 4.61740 -0.76927 4.04724 0.314 -0.020 1.505
O 2.14897 7.68001 -10.69172 -1.340 0.588 -1.300
O -9.30951 2.05694 4.37231 -0.991 -0.027 0.679
O -0.38495 -4.51320 4.78757 0.209 -0.705 0.233
O -7.82811 -4.86462 6.29276 -1.788 0.094 0.680
O 9.38514 -2.57255 8.16094 -1.709 0.798 -0.447
O -0.65362 2.88986 0.66086 -0.240 -0.342 2.756
O -4.48370 0.98887 2.82470 -0.172 0.065 -0.606
O -2.00302 -5.01552 -1.91972 -0.099 -1.662 1.061
O -5.04900 -3.03531 3.57677 0.983 -0.211 -0.357
O -3.84229 -0.48040 -1.58167 -0.580 -0.728 -0.468
O 1.62621 7.12012 -4.35298 -1.086 -0.513 -0.993
O 4.21557 6.17638 1.06455 -1.999 0.586 -0.558
O 4.70258 -1.06216 -3.12719 -0.093 -0.577 1.045
O -1.76485 -6.73838 10.06557 1.133 0.254 0.181
O 0.07283 -1.95228 0.89693 -0.081 2.014 0.511
O 2.91079 -4.35118 -0.78530 -0.512 0.053 -0.142
O 3.05006 2.66336 -2.66998 2.072 1.216 0.635
O 3.70698 3.66013 -9.20464 -0.715 0.293 0.653
O 1.24783 -0.91753 -4.50066 0.421 0.626 -0.195
N 2.92793 -3.47095 -3.83577 1.744 -0.456 0.847
N -6.61945 1.50799 4.97858 0.954 -0.075 0.068
N 1.39244 1.29271 -0.44817 -0.679 -1.098 -1.356
N 2.80766 6.42387 -8.29441 0.930 -0.818 -0.262
N 4.03041 6.46968 -5.52018 0.239 1.235 1.087
N -3.03694 -2.64869 -3.49125 -0.559 -0.452 0.514
N -2.14035 -1.35682 -5.99140 0.758 -0.125 -0.171
N 6.22605 -2.42832 6.06511 -0.774 -0.598 -0.273
N -0.48391 -6.69484 7.15612 -0.496 -1.988 -1.020
N 3.92612 2.52945 0.26903 1.081 -0.757 -2.535
N -7.73191 -2.37607 4.56156 0.412 0.294 -0.698
C 5.44517 0.13814 -3.38833 -0.302 -1.289 0.092
C -2.99482 -5.18020 -2.95858 0.587 -0.140 0.300
C 1.32719 7.91564 -9.56116 -0.815 0.144 0.528
C 1.46592 8.13676 -11.91872 0.738 -0.293 0.289
C -0.58754 4.61047 -0.85955 0.405 1.373 -1.204
C -4.65299 -0.88703 -2.68048 0.877 -0.253 -1.692
C -3.34927 1.42880 2.10804 -0.301 0.539 -0.739
C -1.40560 3.47339 -0.32591 0.240 0.142 -0.437
C -1.51142 0.43691 -4.36762 0.896 0.416 -0.261
C -7.40243 -3.35231 3.54148 1.943 0.102 -0.304
C 2.06283 7.66275 -8.26188 0.312 0.046 -0.396
C 1.81183 -3.90408 -1.60940 0.508 -0.239 0.599
C -1.43504 -6.66639 11.47169 -0.084 0.285 -0.554
C 3.58600 -0.45956 3.15182 0.963 -0.240 -0.463
C 4.92696 8.81910 -5.46022 -1.521 0.374 1.169
C 3.23034 3.95578 -3.30798 -0.654 -1.173 0.195
C -10.39741 2.92865 4.15132 -0.498 0.770 -0.213
C 0.23054 7.44856 -4.19760 0.846 0.483 -0.555
C 1.81663 2.05513 -2.87993 -0.525 0.236 -0.004
C 0.47806 -3.81804 3.89532 -0.263 0.601 0.716
C 2.72798 -4.13024 0.60529 0.618 -0.447 -0.374
C 1.33824 0.08588 0.38112 -0.656 -1.220 -0.356
C -7.69413 1.19189 5.88972 -0.124 0.356 -0.234
C -8.83746 2.17097 5.72810 0.517 0.084 -0.752
C 0.06668 -1.51099 -4.97701 -0.896 0.010 0.902
C -5.54783 0.47217 4.94487 -1.142 0.347 -0.549
C 3.95864 7.78498 -4.81032 -0.107 -0.889 -0.450
C 1.56317 0.87844 -1.89446 0.485 1.642 -0.215
C 2.03524 -4.33611 -3.04392 0.274 0.908 -1.036
C 0.01827 -0.70935 0.17941 0.326 0.635 0.357
C -1.02458 -7.74257 9.33298 -1.534 -1.157 -0.770
C -0.87020 -6.77209 5.73378 0.306 1.169 1.552
C 2.05316 5.17882 -8.14105 -0.341 -0.612 0.018
C 4.35158 -3.51638 -3.33081 -1.327 0.471 -0.622
C 5.42926 -1.87161 3.69066 0.359 0.425 0.401
C 4.53571 4.89051 0.61493 0.457 -0.167 -0.114
C -8.85780 -2.72955 5.34869 -1.033 -0.307 0.259
C 6.60920 -1.99194 4.70887 -0.304 0.085 0.513
C 2.93338 6.65446 0.54355 0.840 0.425 0.859
C 2.43559 8.21107 -4.64906 2.279 1.434 0.871
C -1.03923 -0.53685 -5.45682 -0.109 -0.104 -0.587
C 4.84529 2.85851 -9.00641 0.968 0.834 0.289
C -1.80489 2.42616 -1.34108 -0.351 0.351 -0.440
C -8.63586 -3.67693 6.54299 0.206 0.255 0.243
C 8.48715 -3.04356 7.12728 -0.324 0.425 0.768
C -4.33215 -1.07316 -0.40344 -0.464 -0.086 0.743
C -4.46368 -2.33125 -3.23369 0.894 0.255 0.110
C 3.52244 3.76838 0.83505 0.323 -0.080 1.523
C 2.92049 3.87210 -8.00086 0.547 1.314 -0.718
C -8.64862 -6.04500 6.54924 0.805 0.441 -0.883
C -6.17168 -2.88459 2.70700 -0.301 0.549 1.600
C 2.03593 -0.41206 -5.56626 0.047 0.587 0.569
C 3.33753 3.42516 2.29394 -1.401 1.478 0.561
C 5.13995 -2.28286 -3.78366 -0.135 0.559 0.156
C -2.76110 -4.03051 -3.96507 -0.493 0.186 1.101
C 0.02825 -5.87380 4.96545 0.026 0.016 -1.965
C -1.90233 -6.21136 -1.04298 0.170 0.583 -0.752
C -3.79832 -2.67377 2.95922 -1.059 0.117 0.224
C 7.12835 -2.28105 7.21129 0.557 -0.014 0.238
C -0.96367 -2.80841 0.55533 0.306 -1.735 -0.350
C -4.28445 0.90969 4.19594 -0.442 -0.449 1.682
C 10.68493 -3.01062 7.99212 0.477 -0.129 0.103
C -1.35612 -7.70039 7.78872 0.727 1.801 2.614
H -7.03637 -4.24174 4.05432 -0.336 -0.645 -0.412
H -3.02126 -2.70902 3.72281 -0.015 -0.456 -0.183
H 2.19815 8.88394 -5.47305 -0.827 -0.519 -0.633
H 2.86316 0.15674 -5.14168 0.169 -0.313 0.216
H -2.01277 -2.62748 0.78931 0.018 1.239 -0.002
H -3.51184 0.17049 4.40748 0.308 -0.156 0.120
H -0.69497 -7.78327 5.36648 -0.060 -0.080 0.153
H 2.65460 -2.49863 -3.83556 -0.554 0.072 0.284
H -4.35222 -0.27534 -3.53106 0.045 0.467 0.236
H -8.24964 -3.55826 2.88733 -0.088 0.064 0.167
H 4.44235 -3.65444 -2.25341 -0.249 0.554 0.199
H -3.62816 -3.29880 2.08259 0.335 -0.478 0.172
H 2.91683 -1.31089 3.02710 -0.488 0.094 0.098
H 2.76589 2.50360 2.40379 0.288 -0.075 -0.075
H 0.05990 -7.79173 9.43084 0.136 0.847 0.362
H 1.36626 0.32099 1.44509 0.130 0.292 -0.018
H -9.58861 -3.92379 7.01144 -0.375 -0.407 -0.472
H 2.85735 7.69221 0.86819 0.104 -0.034 0.044
H 3.85507 2.66269 -0.72962 -0.443 -0.333 -0.831
H -9.34723 -6.19813 5.72667 -0.396 0.291 0.021
H -0.37466 6.59629 -4.50658 0.152 -0.250 0.788
H -4.00009 1.84585 4.67640 0.322 0.448 -0.403
H 2.66628 4.20934 2.64406 0.152 0.120 0.857
H -0.35854 -6.72905 11.63078 0.040 -0.532 0.014
H 0.43825 7.28743 -9.50435 -0.227 -0.341 -0.751
H 7.04530 -0.99594 4.78561 0.313 0.268 -0.389
H 4.69613 9.07027 -6.49546 0.218 -0.286 -0.079
H 1.39607 7.66098 -7.39960 -0.344 -0.031 -0.121
H 6.17766 -2.53555 -3.56589 0.358 0.483 0.029
H 0.00880 -2.87741 3.60703 -0.394 -0.200 -0.163
H -6.95369 -2.23812 5.19040 0.417 -0.024 -0.206
H 2.54597 3.99737 0.40825 -0.065 0.224 -0.075
H -1.71619 -4.17873 -4.23760 0.194 0.596 0.045
H 0.68971 0.37712 -2.31142 -0.020 -0.125 0.418
H -8.02685 -6.93920 6.50565 0.336 0.250 0.369
H -3.79816 -1.65945 2.56019 -0.355 0.427 0.153
H 3.11735 0.46513 3.48859 -0.211 -0.323 0.042
H 5.45596 4.65309 1.14865 0.066 -0.290 0.148
H -2.51891 -2.36738 -2.67112 0.402 -0.398 0.144
H 3.57902 -4.58349 1.11362 0.127 -0.105 -0.128
H 7.35972 -2.69865 4.35477 -0.036 0.123 -0.372
H 2.83793 6.66405 -0.54222 0.407 -0.354 -0.212
H 5.98051 8.62797 -5.25624 -0.156 -0.595 -0.445
H 11.10274 -2.59608 7.07469 0.155 -0.425 -0.392
H -3.63794 1.50291 1.05958 -0.185 -0.090 -0.023
H -3.30265 -4.15052 -4.90339 -0.319 -0.266 0.126
H -2.89224 -0.79679 -6.36711 0.091 0.274 -0.045
H -1.04573 1.64810 -1.42110 0.197 0.259 -0.197
H 0.07290 -6.34229 3.98227 0.155 0.233 -0.616
H 5.27682 0.35921 -4.44232 0.506 0.509 -0.113
H -5.91923 -0.46573 4.53197 -0.076 -0.130 -0.386
H -1.37947 -8.70275 9.70741 -0.059 -0.343 0.096
H 6.63988 -2.66881 8.10523 -0.356 -0.400 -0.192
H 3.31153 5.90997 -5.08426 -0.107 -0.336 0.043
H 4.21006 4.37969 -3.08762 -0.084 -0.280 0.341
H 4.81699 -2.76517 3.56918 -0.005 -0.375 0.384
H 11.32674 -2.63579 8.78941 -0.305 0.094 0.241
H 3.65873 6.67084 -6.43750 0.162 -0.321 -0.687
H 1.15711 9.18047 -11.86048 0.094 0.091 0.361
H 4.25117 3.42317 2.88838 0.027 -0.115 -0.137
H -2.47731 0.77485 2.11900 0.033 -0.315 0.524
H 2.12198 8.04649 -12.78447 0.554 -0.010 0.449
H -2.51155 -1.85390 -5.19440 -0.338 -0.167 0.222
H -1.24859 -6.09654 -0.17838 -0.028 1.100 -0.070
H -0.59471 0.00639 -6.29072 -0.237 0.331 -0.119
H -8.22742 -3.07761 7.35668 0.983 -0.076 -0.008
H 4.68696 1.83318 -8.67214 -0.462 -0.117 -0.103
H 5.47203 2.87631 -9.89804 -0.519 -0.238 -0.379
H -9.24927 -1.77250 5.69354 -0.356 -0.113 0.712
H 0.02616 2.33620 0.26975 0.661 -0.434 -0.604
H 2.40254 8.86248 -3.77575 0.065 0.454 0.252
H -2.72282 1.89396 -1.09154 -0.125 0.211 -0.049
H -2.41261 -7.45344 7.68415 -0.324 0.043 -0.006
H -5.36162 0.21735 5.98818 0.592 0.272 0.084
H -10.91891 2.77382 3.20677 0.494 -0.577 -0.174
H 7.23725 -1.24002 7.51542 0.803 0.435 -0.429
H 0.96297 8.94290 -9.54694 -0.030 0.284 -0.172
H -0.09880 8.22969 -4.88278 0.367 0.287 -0.309
H 1.07886 2.85641 -2.83819 -0.685 -0.135 0.366
H 0.42558 4.38207 -1.19045 0.205 -0.591 0.388
H 2.75480 -3.07418 0.87384 -0.515 0.155 -0.067
H 2.38749 2.93803 -7.82324 -0.654 0.267 0.129
H 0.33524 -2.28037 -5.70090 -0.368 0.017 -0.363
H -1.20898 -8.66037 7.29387 0.329 -0.040 0.283
H -4.90137 -2.36232 -4.23147 -0.623 0.093 0.116
H -1.40888 -7.04923 -1.53549 -0.318 -0.029 -0.687
H 3.26122 6.38738 -9.19611 0.412 -0.037 -0.059
H 0.08349 7.87356 -3.20469 -0.379 -0.529 0.234
H -1.69676 -5.70875 11.92173 -0.256 0.395 -0.739
H 0.86816 -4.28448 -1.21843 -0.135 -0.325 0.085
H 8.94173 -2.98319 6.13843 0.178 0.262 -0.084
H -0.98434 5.08034 -1.75949 -0.581 0.114 -0.046
H -4.58658 -2.12285 -0.55015 0.373 -0.296 0.053
H -5.00235 -3.01766 -2.58039 0.157 -0.513 0.005
H 5.50368 3.34584 -8.28730 -0.001 -0.028 0.543
H -0.84145 -3.03684 -0.50343 -0.528 -0.227 -0.242
H 1.46709 0.33484 -6.12003 -0.068 -0.196 -0.480
H -0.58048 -5.74036 7.47196 -0.482 -0.066 0.388
H -0.79760 -3.72448 1.12221 0.307 -0.247 -0.105
H -10.11783 3.98206 4.13477 0.593 0.202 -0.001
H -2.30808 1.10803 -4.68861 -0.437 -0.455 -0.237
H 5.38372 -1.92134 6.29655 -0.195 -0.106 0.098
H -11.19226 2.91644 4.89709 0.077 -0.628 0.491
H 1.82716 1.74235 -3.92403 -0.415 -0.697 -0.071
H -5.26262 -0.61902 -0.06272 -0.232 0.377 -0.126
H 3.53184 4.08058 -7.12286 0.648 -0.228 -0.046
H -2.02403 -7.35749 12.07466 0.310 -0.656 -0.200
H 4.92592 2.38695 0.28323 0.498 -0.109 0.992
H 4.33057 7.71591 -3.78806 0.070 -0.627 0.098
H -0.73162 1.16861 -4.15632 0.416 -0.177 0.371
H -5.72542 -0.74681 -2.54514 -0.083 0.191 0.507
H -0.36088 -1.98434 -4.09313 0.001 -0.455 0.087
H -6.05553 -3.44015 1.77643 0.055 -0.121 -0.117
H -9.64450 -3.10952 4.69688 0.012 -0.220 -0.161
H 5.10134 0.94548 -2.74174 -0.600 -0.180 -0.189
H 2.13736 -0.62768 0.18026 0.537 0.076 -0.111
H -2.26200 3.96586 0.13469 -0.385 -0.368 0.117
H -3.63973 -0.95224 0.42965 0.272 -0.057 -0.347
H 1.11533 -4.32933 -3.62859 -0.462 -0.059 0.434
H -9.57309 1.94854 6.50107 -0.561 -0.073 -0.265
H 4.06877 -0.27708 2.19176 -0.287 0.221 -0.509
H 1.48221 5.32874 -7.22474 -0.118 -0.436 0.262
H 1.74709 -2.81740 -1.55419 0.013 0.326 -0.068
H -1.93523 -6.54306 5.69684 -0.197 0.108 -0.803
H 2.42641 -1.21598 -6.19023 -0.109 -0.034 -0.202
H 4.82625 4.92383 -0.43511 -0.183 -0.003 -0.516
H 2.42642 4.61303 -2.97656 0.023 0.291 -0.007
H 10.69416 -4.09889 8.05299 0.421 -0.250 -0.417
H -1.79253 -0.07472 -3.44712 -0.076 0.022 0.010
H -0.27923 -0.92039 -0.84775 0.466 -0.052 -0.381
H -9.17858 -5.97026 7.49879 0.106 -0.054 0.022
H 5.81993 -1.64827 2.69788 0.508 -0.137 -0.212
H 8.29976 -4.09516 7.34438 -0.095 -0.244 -0.248
H 0.59813 7.56136 -12.24115 -0.238 -0.387 0.775
H 1.84892 -4.66671 0.96243 -0.367 0.344 0.084
H 6.49102 0.01625 -3.10646 0.307 -0.192 -0.490
H -1.90356 2.97720 -2.27634 -0.284 -0.555 -0.418
H -0.71651 0.01874 0.52301 -0.759 -0.432 0.489
H 0.72109 -4.39215 3.00120 0.061 -0.127 0.018
H 4.74656 9.71447 -4.86534 -0.053 0.513 -0.171
H 2.20739 1.81464 -0.15912 0.314 -0.126 0.005
H 5.02946 -2.03884 -4.84023 0.086 -0.627 -0.399
H -3.04121 2.43725 2.38413 0.119 0.030 0.364
H 3.17844 3.85276 -4.39186 -0.117 -0.118 -0.190
H -0.52054 5.39353 -0.10428 0.120 -0.027 0.081
H -2.85976 -6.13181 -3.47266 0.461 -0.160 -0.287
H -8.10522 0.20208 5.69127 -0.116 -0.406 0.125
H -3.96910 -5.32984 -2.49331 -0.386 0.755 0.014
H -2.86058 -6.54399 -0.64397 -0.276 0.202 -0.278
H -6.20117 -1.80502 2.55952 -0.567 0.159 -0.742
H -7.04640 1.67403 4.07844 0.297 -0.193 -0.309
H -7.35030 1.23957 6.92297 0.113 -0.077 0.115
H 2.07346 6.13436 0.96561 0.120 -0.293 0.074
H 2.42981 0.22711 -2.00764 0.057 -0.388 0.063
H -8.53196 3.21126 5.84024 0.320 0.107 0.335
H 1.36762 -3.47978 4.42670 0.484 -0.406 -0.058
H 2.71570 8.52262 -8.11188 0.552 -0.185 0.168
H 1.31926 5.02830 -8.93277 -0.126 -0.034 -0.306
H 4.75995 -4.45748 -3.69912 0.504 0.208 -0.526
H 2.41356 -5.35565 -3.11809 0.098 -0.081 0.277
H 1.02798 -6.02197 5.37373 0.225 0.615 0.251
```
Positions in Å, forces in eV/Å.

Output
Electronic energy ... -125266.851 eV
LUMO ... 0.453 eV
HOMO energy ... -8.229 eV
SMILES ... COC[C@H](C)N.COC[C@H](C)N.COC[C@H](C)N.COCCNCCOC.COCCNCCOC.COCCNCCOC.COCCNCCOC.COCCNCCOC.COCCNCCOC.COCCNCCOC.COCCNCCOC.CC(C)O
HOMO-LUMO gap ... 8.68 eV

Here are the Löwdin charges for atoms 1 to 6, given in e:
1. O -0.208
2. O -0.171
3. O -0.180
4. O -0.173
5. O -0.190
6. O -0.200